C4H9NO | ωB97M-V with the def2-TZVPD basis set

Results
- E: -287.74784 hartree
- HOMO level: -7.689 eV
- Relative energy (zero: lowest compared OMol25 entry of this formula, charge and spin): 53.1 kcal/mol
- LUMO energy: 0.82 eV
- Multiplicity: 1
- Structure (SMILES): C=CN.CC=O

Element x y z (Å)
H1 0.499 0.131 -0.053
C1 -2.546 1.721 0.929
H2 -0.472 1.199 1.653
H3 0.314 -1.597 0.380
C2 -1.077 1.494 0.750
O1 -0.576 1.593 -0.346
H4 -2.486 2.806 1.067
C3 1.723 -1.145 -1.034
H5 1.768 -0.389 -1.812
H6 -2.979 1.178 1.773
H7 2.373 -3.029 -0.323
C4 2.478 -2.263 -1.079
H8 -3.061 1.449 0.018
H9 3.235 -2.310 -1.863
N1 0.807 -0.836 -0.061